Below is 6 unconnected molecules or ions with the total composition C29H60N3O7, with properties calculated with the ωB97M-V functional and the def2-TZVPD basis.

**Energy above the lowest of the compared OMol25 structures with the same formula, charge and spin**: 73.2 kcal/mol
**E_HOMO**: -11.11 eV
**Gap between HOMO and LUMO**: 7.94 eV
**Energy**: -49839.3563 eV
**Total charge**: +1

Each line ends with the Löwdin charge.
CARTESIAN COORDINATES (ANGSTROEM)
O -6.0530 -4.5766 -1.9389  -0.089
O 0.4848 3.5216 1.3062  -0.109
O -6.9677 -0.7226 -2.2981  -0.082
O 8.8224 -2.7348 -0.8070  0.074
O -4.8940 -1.5205 0.8739  -0.103
O -6.0770 -3.4132 6.3707  -0.092
O 2.4310 -1.9257 -1.6633  0.122
N 4.0329 4.4354 -1.1087  0.068
N 8.7926 -0.3893 -0.5983  0.024
N 0.1986 -1.4705 -2.0283  0.085
C 7.7198 -0.3379 -1.6534  -0.175
C -0.8539 5.0795 2.5870  -0.081
C -4.9996 -0.4709 -3.6697  -0.096
C -1.5518 -0.4786 1.2419  -0.072
C 6.2078 1.6110 -2.6045  -0.174
C 5.6544 3.0443 -2.2162  -0.133
C -0.7479 -1.1761 0.2521  -0.020
C -3.9527 -4.6176 -3.0796  -0.090
C -7.6527 -1.6202 5.9924  -0.098
C -5.2293 -5.3739 -2.7725  -0.318
C 4.1353 3.0819 -1.7939  -0.192
C 1.5690 -1.0903 -1.5983  -0.411
C -5.5851 -2.7277 1.2083  -0.307
C 6.8749 0.9805 -1.3256  -0.194
C -5.2442 -3.1663 2.6190  -0.087
C -0.6957 -0.7112 -1.1451  -0.273
C -2.2930 1.1709 -0.5849  -0.068
C 4.2670 4.2287 0.3847  -0.087
C -6.2863 0.1628 -3.1800  -0.317
C 3.6220 2.1438 -0.6242  -0.258
C 4.3163 2.6611 0.6989  -0.076
C 1.8961 0.3616 -1.1261  -0.092
C 3.4544 0.5972 -0.8841  -0.126
C -2.2993 0.6930 0.7901  -0.095
C 9.6984 -1.8762 1.2686  -0.010
C -1.4588 0.4498 -1.5732  -0.034
C -7.2503 -2.7844 6.8775  -0.321
C 0.4837 4.8084 1.9291  -0.333
C 9.0399 -1.7364 -0.1642  -0.499
H 0.7051 5.5667 1.1685  0.102
H -1.3971 0.7971 -2.6342  0.107
H 10.4033 -0.9993 1.3572  0.082
H 4.0632 0.1969 -1.7271  0.102
H -0.1317 -2.0591 0.5387  0.121
H -6.2536 -3.7601 -2.4136  0.074
H 5.4575 0.9493 -3.1008  0.116
H 3.4529 2.9535 -2.6750  0.170
H 8.3425 0.0586 0.2132  0.105
H -3.9479 -1.6966 0.9442  0.047
H -2.8949 1.2271 1.5714  0.107
H -6.9499 0.3786 -4.0179  0.114
H -4.1794 -3.6721 -3.5801  0.056
H -4.3431 -0.7062 -2.8266  0.061
H -6.0829 1.0999 -2.6503  0.106
H 8.9039 -1.7037 2.0374  0.080
H -6.8514 -0.8774 5.9423  0.070
H 3.5103 2.5777 1.4698  0.124
H 7.0276 1.7887 -3.3556  0.123
H -5.7817 -5.6174 -3.6858  0.110
H -4.4681 0.1969 -4.3522  0.071
H -5.3763 -2.7514 6.3544  0.076
H -6.6549 -2.5367 1.1173  0.117
H 6.1295 0.6839 -0.5449  0.094
H 5.8172 3.7240 -3.0988  0.129
H -1.0730 4.3154 3.3348  0.083
H -3.4208 -4.3724 -2.1576  0.074
H 5.0877 4.8175 0.8596  0.140
H -8.5558 -1.1360 6.3694  0.074
H 3.3428 4.6988 0.8246  0.121
H -7.0552 -2.4459 7.9003  0.107
H -0.2177 3.5146 0.6437  0.074
H -5.3081 -3.4965 0.4811  0.098
H 3.7558 0.0610 0.0574  0.136
H -5.2064 -1.4107 -4.1862  0.067
H 10.2389 -2.8380 1.3924  0.086
H 6.2614 3.4222 -1.3475  0.119
H -3.2937 -5.2061 -3.7217  0.075
H 7.6323 1.7216 -0.9380  0.121
H -4.1684 -3.3382 2.7212  0.072
H 1.3916 0.6745 -0.1817  0.125
H 7.0400 -1.2230 -1.6107  0.124
H -5.7723 -4.0846 2.8809  0.082
H -5.5127 -2.3888 3.3377  0.064
H 8.2014 -0.2054 -2.6608  0.128
H -5.0039 -6.3050 -2.2515  0.113
H 1.6320 1.0529 -1.9813  0.133
H -7.8361 -1.9617 4.9715  0.071
H 1.2838 4.8205 2.6713  0.110
H -8.0427 -3.5326 6.9078  0.113
H -1.6606 5.0468 1.8500  0.078
H -6.3799 -0.9028 -1.5516  0.069
H 3.0692 4.7629 -1.2541  0.184
H 2.5558 2.5000 -0.4717  0.123
H -2.8531 2.0798 -0.9131  0.102
H -0.8606 6.0579 3.0704  0.081
H -1.5357 -0.8432 2.2915  0.110
H 4.7770 5.0826 -1.3848  0.171
H 0.0860 -1.0996 -2.9824  0.128
H 5.2917 2.2323 1.0146  0.117

=====

Below is a molecular structure, C14H19BrIrN3O2, with properties calculated with the ωB97M-V functional and the def2-TZVPD basis.

**Energy above the lowest of the compared OMol25 structures with the same formula, charge and spin**: 1.1 kcal/mol
**E_HOMO (alpha / beta)**: -18.91 / -18.82 eV
**Gap between HOMO and LUMO (alpha / beta)**: 5.55 / 4.96 eV
**Spin multiplicity**: 2
**Energy**: -96242.2293 eV
**Total charge**: +3

Each line ends with the Löwdin spin population.
CARTESIAN COORDINATES (ANGSTROEM)
Ir 0.2711 0.4490 -0.6164  0.561
Br 0.7384 0.8505 -2.8607  0.210
O -1.1337 1.7577 0.6245  0.080
O 1.4438 2.2206 0.0715  -0.005
N -0.5666 -2.7606 -0.1237  0.043
N 1.2437 -1.2398 -0.1751  0.038
N -1.4155 -0.6788 -0.7802  0.002
C -2.9038 -2.5130 -0.4487  0.012
C 2.9806 -3.4017 0.0717  0.008
C -1.6203 -1.9595 -0.4433  0.002
C 2.6078 -1.0626 -0.1262  -0.014
C -3.9770 -1.7349 -0.8021  -0.003
C 0.6651 3.3559 0.5196  0.000
C 1.6299 -3.5972 0.0531  0.000
C -3.7560 -0.4103 -1.2027  0.017
C -1.4277 1.6541 2.0466  0.006
C 0.7575 -2.5059 -0.0870  0.020
C 2.8824 2.4336 0.1629  0.000
C -2.4802 0.0725 -1.1886  -0.003
C 3.4849 -2.0890 -0.0214  0.019
C -0.7695 3.0779 0.1636  0.000
H -0.8980 3.0524 -0.9238  0.000
H 1.2162 -4.5958 0.1168  0.000
H -0.5976 1.9970 2.6622  0.000
H -4.5686 0.2297 -1.5170  0.001
H 4.5472 -1.8887 -0.0104  0.001
H 0.8000 3.4757 1.5961  0.000
H -2.2709 1.0801 -1.5169  -0.001
H -4.9789 -2.1446 -0.7795  0.000
H -0.8124 -3.7287 0.0473  0.001
H 0.9966 4.2726 0.0284  0.000
H 3.6548 -4.2450 0.1540  0.000
H 2.9631 -0.0499 -0.1626  -0.001
H 3.1647 3.3100 -0.4182  0.000
H -1.4267 3.8419 0.5820  0.002
H -3.0382 -3.5532 -0.1789  0.000
H -2.3042 2.2647 2.2615  0.004
H 3.1664 2.5846 1.2036  0.000
H -1.6488 0.6126 2.2619  0.000
H 3.3803 1.5661 -0.2436  0.000

=====

Below is C2H3Cl2NOS in the gas phase, with properties calculated with the ωB97M-V functional and the def2-TZVPD basis.

**SMILES string**: O=C(NS)C(Cl)Cl
**Energy above the lowest of the compared OMol25 structures with the same formula, charge and spin**: 15.4 kcal/mol
**E_HOMO**: -10.20 eV
**Gap between HOMO and LUMO**: 10.58 eV
**Energy**: -41539.9882 eV
**Total charge**: 0

Each line ends with the natural charge from an NBO analysis.
CARTESIAN COORDINATES (ANGSTROEM)
Cl -1.7542 -1.4480 -0.0609  0.005
Cl -2.4126 1.3471 0.5162  0.041
S 1.3441 -0.8694 -1.3563  0.195
O 0.0639 0.6131 1.9592  -0.540
N 1.1768 -0.3162 0.2678  -0.775
C 0.0644 0.2905 0.8126  0.640
C -1.2063 0.2336 -0.0518  -0.351
H 1.8602 -0.5635 0.9740  0.419
H -1.0402 0.4416 -1.1352  0.254
H 1.9040 0.2713 -1.9258  0.113

=====

Below is a molecular structure, C33H41BN13W, with properties calculated with the ωB97M-V functional and the def2-TZVPD basis.

**Energy above the lowest of the compared OMol25 structures with the same formula, charge and spin**: 0.0 kcal/mol
**E_HOMO (alpha / beta)**: -14.69 / -15.28 eV
**Gap between HOMO and LUMO (alpha / beta)**: 6.71 / 6.78 eV
**Spin multiplicity**: 3
**Energy**: -56739.1165 eV
**Total charge**: +3

Each line ends with the Löwdin spin population.
CARTESIAN COORDINATES (ANGSTROEM)
W -0.4373 -0.5908 -0.4306  1.576
N -0.0899 -1.5210 -4.3765  0.003
N 2.5686 -5.1920 -0.5281  0.000
N 0.7223 -2.9457 -0.7701  0.008
N -0.9852 -0.7880 -2.5598  0.020
N -2.7328 1.1304 0.6731  0.012
N -3.4961 -1.1315 -0.1636  0.010
N 0.2886 1.1917 -1.4809  -0.010
N -2.3084 -1.7450 -0.4194  0.014
N -0.2930 -1.2878 1.6202  -0.004
N 1.5389 -0.3020 0.1095  0.063
N 0.1014 -1.3618 -3.1223  0.023
N -1.3164 -1.0506 -4.6437  0.004
N -1.3882 0.9749 0.5660  0.018
C 1.9652 -0.6333 1.4021  -0.002
C -1.8616 -0.6007 -3.5192  0.007
C -3.9313 -3.2926 -0.4220  0.004
C 1.1348 -5.3119 -0.0804  0.000
C 3.7265 0.3180 -0.9842  0.027
C -4.4719 -2.0397 -0.1598  0.006
C 3.1904 -0.4110 1.9893  0.024
C 2.7067 -4.1823 -1.6377  0.001
C 4.3665 1.1837 -1.9079  -0.003
C 0.6126 -3.9389 0.3183  0.000
C -1.8490 1.4550 -6.1394  0.000
C -2.9877 2.1107 1.5392  0.029
C 0.0694 3.0642 -2.9332  -0.002
C -2.5822 -3.0497 -0.5925  0.006
C 2.4534 -1.3457 4.1033  0.020
C 2.2608 2.1726 -2.4928  -0.001
C 1.1659 -1.5371 3.5496  -0.001
C 3.4268 -0.7800 3.3339  -0.003
C -1.7866 2.6126 2.0271  0.013
C -0.4696 2.0840 -2.0957  0.020
C -1.1728 -2.0707 3.7013  -0.003
C 1.6409 1.2667 -1.6240  0.004
C -1.8540 -1.0805 -6.0269  0.000
C -0.8103 1.8696 1.3928  0.019
C 3.6707 2.1111 -2.6252  0.023
C 0.9440 -1.1875 2.2072  0.003
C -4.0563 0.2309 -5.8614  0.000
C 2.1335 -2.8466 -1.1913  0.003
C 2.3689 0.3848 -0.8006  -0.001
C 0.0599 -2.0038 4.2928  0.014
C -2.6328 0.1743 -6.4215  0.000
C -1.3121 -1.6945 2.3641  0.014
C 1.4235 3.0921 -3.1581  0.020
B -3.6770 0.4192 -0.3242  0.006
H -0.5930 3.7779 -3.4032  -0.001
H 2.7093 -2.4480 -0.3539  0.000
H -2.8421 -0.1646 -3.4183  0.000
H 2.9258 -6.1022 -0.8271  0.000
H -3.3099 0.7032 -1.4525  0.003
H 0.1948 -2.2775 5.3330  0.001
H 4.1782 2.7966 -3.2917  0.001
H 4.3351 -0.3838 -0.4328  0.002
H 0.2634 1.9213 1.4841  0.000
H 1.0877 -6.0156 0.7479  0.000
H 2.6357 -1.6146 5.1363  0.001
H -1.6469 3.4104 2.7369  0.000
H -5.4962 -1.7435 0.0069  0.001
H 3.1485 -4.9056 0.2647  0.000
H 1.8580 3.8252 -3.8283  0.001
H 5.4412 1.1175 -2.0195  -0.001
H -1.8001 1.6784 -5.0680  0.000
H -4.5425 -0.7471 -5.8831  0.000
H -2.4696 -1.9743 -6.1202  0.000
H -0.8288 1.3980 -6.5266  0.000
H -0.9796 -1.2025 -6.6612  0.000
H -4.8148 0.7060 -0.0949  0.000
H 4.4032 -0.5864 3.7587  -0.001
H -1.8102 -3.7575 -0.8409  0.000
H -2.2849 -1.7285 1.8962  0.001
H -4.4498 -4.2337 -0.4950  0.000
H -2.3376 2.3033 -6.6186  0.000
H 3.9786 0.0919 1.4536  0.002
H -4.0939 0.6167 -4.8372  0.000
H 1.1827 -3.5582 1.1690  0.000
H 2.1725 -4.5866 -2.4976  0.000
H -1.5391 2.0141 -1.9305  0.001
H 3.7603 -4.0953 -1.8947  0.000
H -2.7139 0.0764 -7.5068  0.000
H 2.2161 -2.1435 -2.0159  0.000
H 0.1908 -3.2583 -1.5814  0.001
H -4.6643 0.9073 -6.4613  0.000
H 0.5806 -5.7255 -0.9228  0.000
H -4.0040 2.4058 1.7512  0.002
H -0.4164 -4.0418 0.6503  0.000
H -2.0476 -2.3930 4.2486  0.000